Entry 1:
C9H17NO3Si | wB97M-V/def2-TZVPD

Results
- ΔE to the lowest compared entry with this formula, charge and spin: 3.14 kcal per mole
- Net charge: 0
- SMILES: CO[Si](OC)(OC)[C@H](C)c1ccc[nH]1
- 2S+1: 1

The geometry in XYZ format:
```
31
Properties=species:S:1:pos:R:3:forces:R:3
C -3.0397 -0.7318 -2.0846 0.3 -0.7 -2.0
O -1.7552 -0.2415 -1.7813 0.3 0.1 -0.3
Si -0.7804 -0.3733 -0.4812 0.7 1.5 -0.5
O -1.5947 -0.8613 0.8280 -0.4 0.4 0.6
C -1.2236 -1.9010 1.7151 1.6 -1.0 -0.7
O 0.4576 -1.4252 -0.6935 -0.6 -0.1 0.3
C 1.0615 -1.6631 -1.9466 1.8 -2.0 1.2
C -0.1343 1.4264 -0.2531 0.1 -0.6 4.0
C 0.3647 2.1088 -1.4598 1.2 -1.1 -2.3
C 0.9482 1.3414 1.0061 -2.3 0.2 -3.9
C 2.2799 1.6273 1.0760 0.4 -1.0 0.3
C 2.7119 1.1721 2.3538 0.9 -0.9 1.7
C 1.6142 0.6491 3.0195 0.0 0.3 -1.3
N 0.5418 0.6872 2.1021 -2.2 0.2 2.8
H -3.5459 -0.8278 -1.1561 -0.9 -0.5 0.6
H -2.9465 -1.7435 -2.6648 -0.4 1.7 1.1
H -3.5934 0.0175 -2.7343 0.7 -0.9 0.7
H -1.0034 -1.5437 2.7575 -0.6 -0.2 -0.9
H -0.2394 -2.3435 1.3072 -1.5 0.3 0.9
H -2.0408 -2.6408 1.6414 0.6 0.1 0.6
H 0.8659 -2.7204 -2.2830 -0.3 1.1 0.1
H 2.1800 -1.6756 -1.7685 -1.1 0.5 -0.5
H 0.7304 -0.9167 -2.6136 0.0 0.5 -1.3
H -1.0475 2.0104 0.1421 1.2 -0.8 -0.4
H 1.2358 1.4907 -1.9856 -2.1 1.2 0.6
H -0.5108 2.3792 -2.0754 0.5 -1.0 -0.5
H 0.7506 3.0860 -1.3516 0.9 1.1 1.0
H 2.9528 1.7112 0.2524 0.1 0.8 -0.4
H 3.7755 1.0755 2.7743 -1.8 0.5 -0.9
H 1.5102 0.2414 4.0054 -0.1 -0.1 0.1
H -0.5254 0.5851 2.3518 3.2 0.3 -0.6
```
Forces are in eV/Å.

***

Entry 2:
C9H17O5S | wB97M-V/def2-TZVPD

Results
- Net charge: -1
- 2S+1: 1
- E: -30683.478 eV

The geometry in XYZ format:
```
32
Properties=species:S:1:pos:R:3:forces:R:3
C 2.6244 -2.7204 0.8544 0.2 0.5 -0.7
C 2.3062 -1.6202 -0.1916 0.5 0.1 0.6
C 3.6522 -1.0007 -0.6386 0.0 -0.3 0.4
C 1.3264 -0.5818 0.3599 -0.7 -1.0 0.1
C 0.0538 -1.2418 0.9321 0.3 0.2 0.2
S -0.8796 -2.1867 -0.2834 0.3 -0.2 -0.5
O -0.2577 -3.5061 -0.3493 0.5 -0.1 -0.1
O -0.7915 -1.4174 -1.5214 0.4 0.2 -0.2
O -2.2261 -2.2610 0.2128 -1.4 0.1 0.9
H 1.8150 -3.4472 0.8973 0.1 0.0 0.2
H 2.8250 -2.2366 1.8175 -0.1 -0.2 0.1
H 3.5613 -3.1901 0.5357 -0.2 -0.3 0.1
H 1.8302 -2.0946 -1.0513 0.0 0.0 0.1
H 4.0130 -1.5315 -1.5243 0.0 0.3 -0.1
H 4.4110 -1.1873 0.1323 -0.1 0.2 0.0
H 3.6220 0.0815 -0.7863 -0.1 -0.1 -0.3
H 1.7362 0.0285 1.1740 0.3 0.0 -0.2
H 0.9659 0.0503 -0.4395 0.4 0.2 -0.1
H 0.2886 -1.9036 1.7702 -0.1 -0.1 -0.1
H -0.6257 -0.4836 1.3239 0.0 0.0 -0.2
O -0.0808 1.8069 0.0327 -0.3 0.6 0.3
C -1.2278 2.1213 -0.0841 0.3 -0.2 -0.4
O -2.2457 1.3154 0.2834 0.0 0.2 0.2
C -3.5001 1.8990 -0.0768 -0.2 0.0 0.0
C -3.2231 3.3931 -0.2003 0.0 0.1 -0.1
C -1.7752 3.4055 -0.6830 -0.4 0.1 0.3
H -3.8295 1.4549 -1.0184 0.0 0.0 0.0
H -4.2347 1.6725 0.6927 0.1 -0.2 0.0
H -3.9181 3.9071 -0.8634 0.0 -0.1 0.0
H -3.2866 3.8643 0.7828 0.0 0.0 0.0
H -1.7056 3.3416 -1.7697 0.1 0.0 0.0
H -1.2234 4.2685 -0.3201 0.2 -0.1 -0.2
```
Forces are in eV/Å.

***

Entry 3:
C9H18B2O6 | wB97M-V/def2-TZVPD

Results
- ΔE to the lowest compared entry with this formula, charge and spin: 23.46 kcal per mole
- Net charge: 0
- SMILES: C1COB(OCCCOB2OCCCO2)OC1
- 2S+1: 1

The geometry in XYZ format:
```
35
Properties=species:S:1:pos:R:3:forces:R:3
C 4.0945 -1.7110 -2.8258 -1.0 0.7 -1.6
C 5.0470 -1.0956 -1.8074 -0.7 -1.0 -0.2
O 4.3545 -0.3900 -0.8287 -2.5 1.0 1.9
B 3.0207 -0.7672 -0.3755 2.6 -0.4 -1.0
O 2.4878 -0.1819 0.7666 0.9 -0.6 -1.4
C 1.2105 -0.6592 1.1165 -1.9 -0.7 -0.7
C 0.6538 -0.0274 2.3832 2.0 0.3 0.1
C -0.8395 0.0736 2.4008 -1.7 -1.8 -0.2
O -1.2856 0.6243 1.1492 -1.2 1.5 -0.5
B -2.5520 1.0203 0.6738 0.3 0.0 0.9
O -3.7411 0.6064 1.3444 4.7 -0.5 -0.4
C -4.8909 1.2865 1.1273 -1.9 0.5 0.3
C -4.6989 2.5673 0.3460 -1.5 -1.2 -1.6
C -3.8343 2.3284 -0.8682 -0.7 -0.9 -0.1
O -2.5926 1.8778 -0.4495 2.2 -0.9 2.1
O 2.4411 -1.8119 -1.0746 -1.3 1.5 1.5
C 3.0566 -2.5599 -2.1001 0.8 0.7 1.2
H 3.6066 -0.8989 -3.3937 0.0 -0.2 0.2
H 4.6236 -2.3055 -3.5758 0.1 -0.1 0.2
H 5.8137 -0.4194 -2.2194 -0.3 -0.6 0.0
H 5.4404 -1.9796 -1.3216 1.1 -0.1 0.2
H 1.1856 -1.7618 1.1807 0.3 0.3 0.2
H 0.5005 -0.4453 0.2922 0.4 0.1 0.4
H 1.0970 0.9754 2.4512 -0.3 0.1 -0.2
H 1.1093 -0.5343 3.2668 -0.9 0.1 -0.4
H -1.3408 -0.9394 2.3888 0.7 0.8 0.6
H -1.1299 0.6017 3.3349 -0.3 0.1 -0.9
H -5.2938 1.5181 2.1168 -0.3 0.1 0.0
H -5.5484 0.5467 0.6697 -0.6 0.5 -0.4
H -5.6844 2.9006 0.0080 0.0 0.3 0.2
H -4.2426 3.2889 0.9592 0.6 1.2 0.8
H -4.1239 1.5266 -1.5179 -1.4 -0.6 -0.3
H -3.7953 3.1499 -1.5583 0.6 0.9 0.1
H 2.2376 -3.1306 -2.5040 0.0 0.3 -1.4
H 3.6135 -3.2734 -1.5555 0.9 -1.3 0.4
```
Forces are in eV/Å.

***

Entry 4:
C9H18BClO2 | wB97M-V/def2-TZVPD

Results
- ΔE to the lowest compared entry with this formula, charge and spin: 0.00 kcal per mole
- Net charge: 0
- SMILES: CCB1O[C@@H](CCl)OC1(CC)CC
- 2S+1: 1

The geometry in XYZ format:
```
31
Properties=species:S:1:pos:R:3:forces:R:3
C 0.5971 -3.2256 0.4749 -0.1 0.1 0.1
C 0.0029 -1.9125 0.9956 0.1 0.0 -0.4
B 0.0555 -0.7505 -0.0749 0.1 0.5 1.4
O 0.0907 -0.9889 -1.3966 0.0 -0.8 -0.4
C 0.2099 0.1969 -2.1242 0.0 0.5 -1.1
C -1.0668 0.4631 -2.9393 0.3 0.1 0.4
Cl -1.1788 -0.6586 -4.3014 0.0 -0.2 -0.2
O 0.4465 1.2500 -1.2402 0.2 0.2 0.1
C 0.1715 0.8323 0.1010 -3.1 1.5 0.8
C -1.4494 1.6112 0.5229 3.0 -1.9 -0.6
C -2.1854 0.8148 1.5704 -0.1 0.2 -0.1
C 1.1940 1.4319 1.0524 0.1 -0.4 -0.4
C 2.6141 0.9837 0.7105 -0.2 0.2 0.1
H 0.4291 -4.0381 1.1817 0.0 0.0 0.0
H 0.1445 -3.4872 -0.4780 0.0 -0.1 -0.1
H 1.6701 -3.1208 0.3221 0.1 -0.1 -0.1
H -1.0369 -2.0941 1.2832 -0.1 0.1 0.0
H 0.5205 -1.6217 1.9110 -0.1 0.2 0.1
H 1.0657 0.1114 -2.8137 -0.2 0.0 0.2
H -1.0286 1.4791 -3.3290 0.0 -0.1 0.0
H -1.9483 0.3191 -2.3142 0.1 0.1 0.0
H -1.1812 2.6053 0.8613 0.1 0.2 0.0
H -1.9831 1.6651 -0.4183 -0.1 0.1 -0.1
H -3.0866 1.3436 1.8804 -0.1 -0.1 0.1
H -1.5668 0.6625 2.4515 0.0 -0.1 0.1
H -2.4797 -0.1555 1.1808 -0.1 -0.2 0.0
H 1.1481 2.5208 0.9926 -0.1 0.0 0.1
H 0.9361 1.1260 2.0681 -0.1 0.1 0.0
H 3.3230 1.4184 1.4122 0.1 0.0 0.0
H 2.8706 1.3173 -0.2913 0.1 0.0 -0.1
H 2.7016 -0.0992 0.7488 0.1 -0.2 0.0
```
Forces are in eV/Å.

***

Entry 5:
C9H18CeCl2OS | wB97M-V/def2-TZVPD

Results
- ΔE to the lowest compared entry with this formula, charge and spin: 0.00 kcal per mole
- Net charge: 0
- 2S+1: 1

The geometry in XYZ format:
```
32
Properties=species:S:1:pos:R:3:forces:R:3
Ce 0.8915 1.6417 2.2502 1.2 -0.6 -2.9
Cl -0.1950 3.5643 1.0109 -0.4 0.7 -0.2
Cl 3.0767 1.7623 3.4908 0.8 0.0 0.7
C 1.4530 0.4624 0.4096 -0.3 1.4 2.6
H 1.4869 0.7269 -0.6400 0.2 -0.2 0.5
H 1.8925 -0.5141 0.6887 0.1 0.1 -0.4
C -0.5690 -0.4716 -1.6771 1.7 -0.7 -0.3
C 0.6688 -0.9102 -2.0461 -1.8 0.2 0.3
H -1.2544 -1.1136 -1.1160 0.3 0.0 -0.2
C 1.6688 -0.0581 -2.7748 -0.1 0.4 -0.5
H 0.9984 -1.9232 -1.7966 -0.3 0.2 -0.1
C 1.2682 1.4305 -2.8868 0.2 -0.1 -0.1
H 2.6536 -0.1416 -2.3004 -0.1 0.0 0.0
H 1.7889 -0.4331 -3.8042 0.0 -0.2 0.3
C -0.2372 1.6317 -3.0244 -0.3 -0.2 0.2
H 1.6316 1.9889 -2.0193 -0.1 0.0 -0.1
H 1.7710 1.8538 -3.7652 0.0 0.0 0.2
C -1.0075 0.9434 -1.8785 -0.1 0.5 -0.3
H -0.4711 2.7012 -3.0405 0.0 -0.1 0.0
H -0.5799 1.2183 -3.9799 0.0 0.0 0.0
H -0.8539 1.5235 -0.9507 0.0 -0.3 -0.2
H -2.0882 0.9698 -2.0846 0.2 0.0 0.0
C -0.3225 -2.5624 3.0103 -0.1 -0.2 0.0
S -1.2808 -1.2170 2.3047 0.9 1.3 0.9
C -2.6704 -1.1681 3.4431 -0.1 -0.3 0.1
O -0.4842 0.0349 2.8036 -1.8 -2.1 0.2
H -0.8559 -3.4965 2.8074 0.1 0.1 0.1
H -0.1977 -2.4039 4.0876 -0.1 0.0 -0.3
H 0.6511 -2.5908 2.5084 -0.3 0.2 0.0
H -2.2999 -1.2382 4.4725 -0.1 0.0 -0.3
H -3.1875 -0.2143 3.2917 0.2 -0.2 -0.1
H -3.3459 -1.9967 3.2055 0.1 0.1 0.1
```
Forces are in eV/Å.

***

Entry 6:
C9H18Cl2N2OYb | wB97M-V/def2-TZVPD

Results
- ΔE to the lowest compared entry with this formula, charge and spin: 189.58 kcal per mole
- Net charge: -1
- 2S+1: 2

The geometry in XYZ format:
```
33
Properties=species:S:1:pos:R:3:forces:R:3
Yb -0.9425 2.0349 2.8421 -0.6 0.0 -0.3
Cl -0.5550 3.4153 0.8584 0.1 0.8 -0.7
Cl 0.4734 1.4113 4.7176 0.7 -0.1 1.2
C 2.3250 0.0879 -0.6043 -0.3 3.0 5.3
H 2.9781 0.0556 0.3240 -0.3 -0.3 -0.9
H 1.3815 0.8104 -0.1572 1.8 -1.7 -1.8
C -1.3927 0.4434 -0.9345 0.7 -2.7 5.0
C 2.5752 -0.7892 -1.6513 -4.5 -1.1 -2.7
H -1.3114 -0.0688 0.0009 1.0 0.3 -0.2
C 1.8389 -0.0449 -3.0642 2.0 0.6 -0.2
H 1.5548 -1.4409 -1.5281 1.7 -0.4 0.1
C 1.2253 1.3839 -2.8227 -0.3 -0.6 -1.1
H 2.8319 0.0773 -3.5924 -1.2 0.2 0.0
H 1.1940 -0.6280 -3.8198 0.7 0.3 1.5
C -0.2839 1.5021 -3.1484 0.0 -0.1 1.1
H 1.4245 1.7227 -1.7954 0.0 0.0 -0.5
H 1.6805 2.0991 -3.5423 0.1 -0.3 0.5
C -1.3387 1.1531 -2.0269 -1.3 0.5 -3.6
H -0.4751 2.5746 -3.3625 -0.2 -0.7 -0.4
H -0.5592 0.8256 -3.9869 0.1 0.7 0.2
H -1.3336 1.9704 -1.1591 -0.5 -0.3 -0.5
H -2.3711 0.8295 -2.3956 0.5 2.3 -1.6
C -2.4133 -2.0710 3.6416 -0.1 -0.2 0.3
N -1.0784 -2.1745 3.1089 -0.5 -0.6 0.3
C -0.5356 -1.2126 2.3852 3.4 1.2 -1.7
N 0.7171 -1.5104 1.8541 -2.6 -0.5 1.6
O -1.0117 -0.0534 2.1869 -0.4 -2.1 0.4
H -2.8542 -1.1283 3.3060 0.1 -0.3 0.0
H -2.3770 -2.0771 4.7335 -0.2 0.0 -0.1
H -3.0108 -2.9071 3.2737 -0.2 0.1 0.1
H -0.5364 -3.0357 3.1771 -0.6 0.5 0.1
H 1.0947 -0.7950 1.2774 0.9 0.4 -1.1
H 1.0856 -2.4604 1.9042 0.0 0.9 -0.4
```
Forces are in eV/Å.

***

Entry 7:
C9H18Cl2NaO17 | wB97M-V/def2-TZVPD

Results
- ΔE to the lowest compared entry with this formula, charge and spin: 0.00 kcal per mole
- Net charge: -1
- 2S+1: 1

The geometry in XYZ format:
```
47
Properties=species:S:1:pos:R:3:forces:R:3
Na -0.3801 -0.1125 0.3936 0.2 0.1 0.2
Cl 1.7167 2.8349 1.3625 0.2 -1.3 2.1
O 3.1770 2.9134 1.3997 -1.1 0.0 -0.8
O 1.1786 3.7277 2.3439 -0.1 1.5 -0.5
O 1.1478 2.9755 0.0609 0.3 1.2 -1.1
O 1.2689 1.5337 1.8145 0.3 -1.7 -0.1
Cl -3.3270 -1.7432 1.7508 -3.4 0.7 -0.9
O -3.0068 -3.1011 1.9891 1.5 -1.2 0.3
O -3.3945 -1.5001 0.3190 1.1 0.1 -0.2
O -4.6303 -1.4979 2.2801 -1.1 0.0 0.4
O -2.4766 -0.7981 2.3904 2.4 0.5 0.1
C 3.8393 -0.9355 1.4746 0.2 0.4 -0.4
O 3.3619 -2.2189 1.8686 -0.7 -0.3 -0.4
C 2.1120 -2.6422 1.6331 -2.9 3.3 -1.0
O 1.1409 -2.0444 1.0736 3.5 -1.3 1.3
O 1.9896 -3.7756 2.2383 1.4 -1.8 0.5
C 0.7201 -4.3377 2.4132 -2.0 0.5 -0.6
H 4.8495 -1.1133 1.1056 0.0 0.0 -0.1
H 3.9214 -0.2639 2.3292 -0.3 -0.2 0.1
H 3.2346 -0.4578 0.7038 -0.2 -0.2 0.2
H 0.0964 -4.0507 1.5666 -0.2 0.0 0.1
H 0.2771 -3.8809 3.2981 -0.1 -0.3 0.1
H 0.6954 -5.4270 2.4438 0.8 0.2 0.3
C 3.8664 -0.9378 -2.2539 -0.8 -0.3 0.7
O 2.9788 -0.1012 -2.9972 -1.3 0.8 -0.8
C 1.7048 0.1533 -2.5957 -1.4 0.1 1.0
O 1.1228 -0.2991 -1.6044 1.6 0.5 -1.8
O 1.0952 1.0280 -3.4647 2.5 -1.7 0.0
C -0.2718 1.3012 -3.2816 -0.6 0.7 0.9
H 3.8449 -0.5914 -1.2206 0.4 -0.2 -0.1
H 4.8641 -0.9278 -2.6927 -0.2 0.7 -0.1
H 3.5551 -1.9813 -2.3010 -0.3 0.0 0.1
H -0.5933 1.9791 -4.0724 0.4 -0.1 -0.1
H -0.3641 1.8388 -2.3379 -0.4 -0.2 0.0
H -0.9153 0.4218 -3.3053 0.2 -0.1 0.2
C -4.2064 1.2536 -2.5424 0.8 -0.6 -1.5
O -4.2522 1.8466 -1.2825 0.9 1.0 1.8
C -3.1524 1.8451 -0.4595 0.6 -0.9 1.0
O -2.0663 1.3265 -0.6871 -1.2 0.6 -0.5
O -3.4556 2.4046 0.7203 -1.2 0.7 -0.2
C -2.3933 2.9175 1.6149 1.0 -0.9 -1.9
H -5.1583 1.3685 -3.0609 -0.4 -0.3 0.8
H -3.8562 0.2217 -2.5173 -0.4 -0.2 0.3
H -3.5512 1.7287 -3.2725 0.6 0.6 0.4
H -1.9520 3.7395 1.0512 0.3 -0.1 0.2
H -1.6892 2.0906 1.7076 0.2 0.4 0.3
H -2.6663 3.2892 2.6024 -1.1 -0.5 -0.4
```
Forces are in eV/Å.

***

Entry 8:
C9H18Cl2OOsS | wB97M-V/def2-TZVPD

Results
- ΔE to the lowest compared entry with this formula, charge and spin: 11.07 kcal per mole
- Net charge: 0
- 2S+1: 5

The geometry in XYZ format:
```
32
Properties=species:S:1:pos:R:3:forces:R:3
Os -1.4176 -0.6513 0.2158 2.9 0.6 -1.1
Cl -1.4768 0.3090 -1.9181 -0.2 -0.1 0.0
Cl -1.1717 -1.0243 2.4925 0.0 -0.3 0.3
C -3.1965 -0.9115 0.2057 -6.3 -1.3 0.1
H -3.7790 -1.4275 1.0273 0.9 0.5 -0.7
H -3.8034 -0.9208 -0.7439 0.7 0.1 0.9
C 1.6968 -0.8507 0.0728 -0.6 -0.1 0.8
C 0.6034 -1.5623 -0.2460 0.1 -2.7 -0.1
H 1.7149 -0.3469 1.0416 0.3 -0.5 0.0
C 0.3819 -2.2422 -1.5893 0.4 0.2 -0.6
H 0.1162 -2.1743 0.5616 0.5 0.7 -0.1
C 1.6857 -2.4787 -2.3688 0.0 -0.3 0.5
H -0.2106 -3.1497 -1.4123 0.3 0.0 -0.3
H -0.2243 -1.5910 -2.2350 0.1 -0.4 0.4
C 2.6242 -1.2687 -2.2366 -0.4 0.3 -0.1
H 2.1749 -3.3609 -1.9368 0.1 0.0 -0.3
H 1.4285 -2.6682 -3.4289 0.4 0.0 0.5
C 2.8895 -0.8251 -0.7857 0.4 0.4 -1.0
H 3.5829 -1.4854 -2.7268 -0.3 0.2 0.0
H 2.1361 -0.4170 -2.7185 0.2 -0.1 -0.3
H 3.6620 -1.5113 -0.4072 -0.2 0.3 0.5
H 3.2767 0.1973 -0.7490 0.5 -0.2 -0.3
C -0.5573 2.6076 3.0267 0.0 -0.1 0.1
S -1.8600 2.1091 1.8680 1.1 0.1 -1.3
C -2.0097 3.7972 1.2165 -0.3 0.0 0.0
O -1.1448 1.3453 0.6930 -0.2 3.3 2.2
H -1.0639 3.1749 3.8233 0.2 -0.2 -0.2
H 0.1776 3.2415 2.5071 -0.3 -0.4 0.2
H -0.0884 1.7170 3.4538 -0.2 0.1 -0.1
H -1.0073 4.1895 0.9895 -0.4 -0.2 0.0
H -2.6331 3.7784 0.3181 0.1 -0.1 0.2
H -2.5068 4.4008 1.9897 0.2 -0.1 -0.2
```
Forces are in eV/Å.

***

Copy entry 5 word for word.
C9H18CeCl2OS | wB97M-V/def2-TZVPD

Results
- ΔE to the lowest compared entry with this formula, charge and spin: 0.00 kcal per mole
- Net charge: 0
- 2S+1: 1

The geometry in XYZ format:
```
32
Properties=species:S:1:pos:R:3:forces:R:3
Ce 0.8915 1.6417 2.2502 1.2 -0.6 -2.9
Cl -0.1950 3.5643 1.0109 -0.4 0.7 -0.2
Cl 3.0767 1.7623 3.4908 0.8 0.0 0.7
C 1.4530 0.4624 0.4096 -0.3 1.4 2.6
H 1.4869 0.7269 -0.6400 0.2 -0.2 0.5
H 1.8925 -0.5141 0.6887 0.1 0.1 -0.4
C -0.5690 -0.4716 -1.6771 1.7 -0.7 -0.3
C 0.6688 -0.9102 -2.0461 -1.8 0.2 0.3
H -1.2544 -1.1136 -1.1160 0.3 0.0 -0.2
C 1.6688 -0.0581 -2.7748 -0.1 0.4 -0.5
H 0.9984 -1.9232 -1.7966 -0.3 0.2 -0.1
C 1.2682 1.4305 -2.8868 0.2 -0.1 -0.1
H 2.6536 -0.1416 -2.3004 -0.1 0.0 0.0
H 1.7889 -0.4331 -3.8042 0.0 -0.2 0.3
C -0.2372 1.6317 -3.0244 -0.3 -0.2 0.2
H 1.6316 1.9889 -2.0193 -0.1 0.0 -0.1
H 1.7710 1.8538 -3.7652 0.0 0.0 0.2
C -1.0075 0.9434 -1.8785 -0.1 0.5 -0.3
H -0.4711 2.7012 -3.0405 0.0 -0.1 0.0
H -0.5799 1.2183 -3.9799 0.0 0.0 0.0
H -0.8539 1.5235 -0.9507 0.0 -0.3 -0.2
H -2.0882 0.9698 -2.0846 0.2 0.0 0.0
C -0.3225 -2.5624 3.0103 -0.1 -0.2 0.0
S -1.2808 -1.2170 2.3047 0.9 1.3 0.9
C -2.6704 -1.1681 3.4431 -0.1 -0.3 0.1
O -0.4842 0.0349 2.8036 -1.8 -2.1 0.2
H -0.8559 -3.4965 2.8074 0.1 0.1 0.1
H -0.1977 -2.4039 4.0876 -0.1 0.0 -0.3
H 0.6511 -2.5908 2.5084 -0.3 0.2 0.0
H -2.2999 -1.2382 4.4725 -0.1 0.0 -0.3
H -3.1875 -0.2143 3.2917 0.2 -0.2 -0.1
H -3.3459 -1.9967 3.2055 0.1 0.1 0.1
```
Forces are in eV/Å.